(1)
13
Properties=species:S:1:pos:R:3:mulliken_charge:R:1 method="wB97M-V/def2-TZVPD" total_charge=0 orbital_gap_ev=8.577 de_lowest_kcal_mol=37.2 e_tot_ha=-340.73570 homo_ev=-7.84
C -0.98 -1.55 1.10 -1.007
C -0.19 -0.66 0.21 0.462
N -0.12 -0.77 -1.09 -0.587
C 0.61 0.31 -1.51 -0.459
C 0.87 1.13 -0.47 0.369
O 0.60 2.47 -0.51 -0.481
N 0.47 0.45 0.67 -0.081
H -1.67 -2.10 0.46 0.281
H -1.56 -0.97 1.83 0.317
H -0.33 -2.25 1.63 0.271
H 0.77 0.56 -2.55 0.381
H 0.76 2.78 -1.40 0.312
H 0.75 0.59 1.63 0.221

---

(2)
13
Properties=species:S:1:pos:R:3:mulliken_charge:R:1 method="wB97M-V/def2-TZVPD" total_charge=0 orbital_gap_ev=10.923 de_lowest_kcal_mol=41.9 e_tot_ha=-340.72817 homo_ev=-10.04
H 2.40 -0.46 -0.24 0.225
N 1.57 0.10 -0.09 -0.552
C 0.86 0.14 -1.14 0.025
O -0.39 0.63 -1.14 -0.362
C -0.97 0.96 0.12 -0.328
C -0.84 -0.17 1.19 -0.419
C -0.38 -1.39 0.54 0.379
N -0.18 -2.31 -0.13 -0.476
H 1.10 -0.25 -2.13 0.337
H -2.02 1.13 -0.10 0.310
H -0.52 1.89 0.49 0.289
H -0.20 0.15 2.01 0.248
H -1.82 -0.43 1.59 0.324